# 1
The following is a quantum chemistry calculation of a 4-piece molecular cluster, C15H32N4O5 overall at a distorted geometry, from the Open Molecules 2025 dataset.

ORCA input file:
```
! RIJCOSX wB97M-V def2-TZVPD def2/J DEFGRID3
* xyz 0 1
N -0.4674 -2.8163 0.4759
C -0.6433 -1.4633 1.1292
N -1.9853 -0.7993 0.9200
C -3.2183 -1.3194 1.2290
N -4.5199 -0.5617 0.9116
N -3.3172 -2.6632 1.9164
C -4.6312 -3.3025 1.5303
O -5.6754 -3.2208 2.3690
O -4.8327 -4.0750 0.2792
H -0.4704 -2.7735 -0.5667
H 0.3405 -3.3554 0.8577
H -0.3991 -1.5371 2.2942
H 0.1851 -0.7527 0.6491
H -1.9825 0.1626 0.4666
H -4.6111 0.2896 1.5311
H -4.3404 -0.1554 -0.0590
H -3.2926 -2.5992 2.9607
C -3.0117 -4.6779 -3.2641
C -2.0853 -5.8644 -3.1956
C -0.7276 -5.2159 -3.3556
O -0.8259 -3.9002 -2.7932
C -2.2099 -3.6087 -2.5548
H -3.9872 -4.8547 -2.8041
H -3.1722 -4.3923 -4.3106
H -2.1599 -6.3364 -2.2088
H -2.2872 -6.6246 -3.9544
H -0.4604 -5.1085 -4.4123
H 0.0658 -5.7741 -2.8501
H -2.3763 -3.6408 -1.4725
H -2.4419 -2.6022 -2.9139
C 4.4597 0.9354 -0.1991
C 3.5543 2.1240 -0.3943
C 2.1864 1.4781 -0.4285
O 2.2567 0.3103 0.4013
C 3.6333 0.0540 0.7117
H 5.4347 1.1902 0.2240
H 4.6230 0.4316 -1.1593
H 3.6298 2.7935 0.4707
H 3.7757 2.7024 -1.2948
H 1.9255 1.1531 -1.4413
H 1.3993 2.1434 -0.0619
H 3.7920 0.3125 1.7644
H 3.8500 -1.0092 0.5770
C 2.3484 7.0325 1.8409
C 1.5077 6.0956 2.6692
C 0.9439 5.1635 1.6190
O 1.9166 5.0838 0.5679
C 2.8989 6.1077 0.7774
H 3.1307 7.5409 2.4102
H 1.7094 7.7946 1.3792
H 2.1485 5.5355 3.3605
H 0.7330 6.5992 3.2529
H 0.0191 5.5622 1.1889
H 0.7430 4.1624 2.0113
H 3.8214 5.6217 1.1134
H 3.0999 6.6243 -0.1651
*
```

The calculation puts the largest force on an atom at 0.1741 Eh/bohr. Its energy above the lowest of the compared OMol25 structures with the same formula, charge and spin is 171.5 kcal/mol. The LUMO energy is -1.0 eV. The HOMO-LUMO gap is 6.31 eV.


# 2
The following is a quantum chemistry calculation of C15H32NO2P2Pd as an isolated structure at a distorted geometry, from the Open Molecules 2025 dataset.

ORCA input file:
```
! RIJCOSX wB97M-V def2-TZVPD def2/J DEFGRID3
* xyz 3 5
Pd -0.0084 0.0637 0.2399
P 0.2500 -2.2263 0.5383
C -1.2678 -2.9620 -0.1821
C -2.4293 -2.0586 0.0447
N -2.2165 -0.7250 0.0725
C -3.1939 0.1491 -0.2083
C -4.5271 -0.2755 -0.2109
C -4.7893 -1.6263 -0.0408
C -3.7513 -2.5238 0.1003
C -2.8097 1.5872 -0.5183
P -1.0792 1.7055 -1.0586
H -3.9182 -3.5907 0.1234
H -5.3078 0.4641 -0.3332
H -5.8084 -1.9781 -0.0951
H -3.4547 2.0611 -1.2805
H -2.8294 2.2072 0.3880
H -1.0994 -3.1833 -1.4883
H -1.4657 -3.9575 0.2968
H -0.2914 -2.1688 -2.8993
O -0.8755 -3.0948 -2.5423
H -1.1012 -3.8479 -3.1597
H 0.3127 -0.6195 -1.6467
O 0.3517 -1.2285 -2.7444
H 0.9960 -0.9450 -3.5479
C -1.2296 1.4089 -2.8187
H -1.9873 2.0470 -3.2762
H -0.2531 1.5962 -3.2699
H -1.4888 0.3562 -2.9372
C -0.6203 3.4504 -0.8965
H 0.4142 3.5742 -1.2556
H -1.2859 4.1019 -1.4801
H -0.6660 3.7400 0.1645
C 0.5528 -2.5670 2.3149
H 0.5599 -3.6572 2.4716
H 1.5174 -2.1806 2.6961
H -0.2397 -2.1103 2.9271
C 1.6464 -3.0075 -0.2825
H 2.5938 -2.6752 0.1592
H 1.5323 -4.0896 -0.1570
H 1.5887 -2.7176 -1.3340
C 2.7559 0.4758 2.0676
C 1.7165 1.5882 2.2314
C 2.0585 2.7609 1.3080
C 0.2788 1.0317 1.9785
H 2.6738 -0.0185 1.0835
H 2.6070 -0.2723 2.8573
H 3.7843 0.8612 2.1484
H 1.7907 1.9560 3.2762
H 2.0306 2.4689 0.2464
H 1.3488 3.5768 1.4747
H 3.0655 3.1548 1.5109
H 0.0443 0.3728 2.8352
H -0.4209 1.8768 2.0478
*
```

The calculation puts the largest force on an atom at 0.1168 Eh/bohr. Its energy above the lowest of the compared OMol25 structures with the same formula, charge and spin is 16.4 kcal/mol. The LUMO energy (alpha / beta) is -9.6 / -13.3 eV. The HOMO-LUMO gap (alpha / beta) is 8.26 / 6.57 eV.


# 3
The following is a quantum chemistry calculation of C15H33AlCl3N3O10P2 as an isolated structure at a distorted geometry, from the Open Molecules 2025 dataset.

ORCA input file:
```
! RIJCOSX wB97M-V def2-TZVPD def2/J DEFGRID3
* xyz 0 1
C 0.1179 -2.9175 1.0248
C 0.0345 -2.2070 -0.3820
C 0.1101 -0.6429 -0.2703
O 1.1966 -0.2611 0.6319
C 1.5039 1.0955 0.2711
C 0.2546 2.0775 0.1995
P 0.0164 2.9248 -1.4602
O 1.3660 3.2926 -1.9818
O -0.7081 1.8980 -2.5335
O -0.9036 4.3148 -1.1590
N -1.0556 1.4741 0.6098
C -1.2044 0.0150 0.3737
C -2.4349 -0.4140 -0.5154
C -3.7914 0.4200 -0.3071
C -4.1247 0.9928 1.1386
O -3.7278 1.5462 -1.2704
H -0.8670 -2.7998 1.5670
H 0.9858 -2.5690 1.6555
H 0.2949 -4.0138 0.8373
H 0.9447 -2.5382 -0.9703
H -0.8479 -2.5648 -0.9914
H 0.3213 -0.2074 -1.2989
H 2.2646 1.4945 1.0024
H 1.9946 1.0838 -0.7516
H 0.4529 2.9130 0.9356
H 0.0254 1.5129 -3.0636
H -1.8614 4.0983 -1.1520
H -1.8025 2.0606 0.2087
H -1.1258 1.6093 1.6401
H -1.3086 -0.4905 1.3734
H -2.6475 -1.5000 -0.3093
H -2.1213 -0.3866 -1.6228
H -4.6741 -0.2023 -0.6467
H -4.1901 2.1313 1.0321
H -3.4231 0.7128 1.9549
H -5.1752 0.6739 1.3965
H -3.5578 1.1523 -2.1478
O -2.8086 -0.6095 6.3412
P -2.9336 -0.3459 4.8454
O -2.4416 -1.6032 4.0969
O -2.0677 0.8551 4.4298
O -4.3947 -0.0667 4.4962
C 3.4854 -4.8381 0.3214
O 2.2851 -4.8756 0.1317
N 4.2920 -3.8050 -0.0270
C 5.7180 -3.8179 0.2251
C 3.6972 -2.6487 -0.6753
H 4.0245 -5.6684 0.8066
H 5.9763 -2.9738 0.8694
H 6.2512 -3.7259 -0.7245
H 6.0183 -4.7445 0.7141
H 2.9403 -2.2181 -0.0164
H 3.2142 -2.9674 -1.6007
H 4.4574 -1.9012 -0.8977
C 0.4086 -1.3013 -4.7301
C 1.4925 -1.0094 -3.7582
N 2.3294 -0.7838 -3.0057
H 0.7553 -1.0983 -5.7432
H 0.1179 -2.3490 -4.6557
H -0.4592 -0.6758 -4.5180
C 0.4573 6.4286 1.2011
Cl 0.2408 6.6375 2.9374
Cl 1.6016 5.1503 0.8346
H -0.5121 6.1582 0.7555
H 0.8173 7.3638 0.7735
Al -2.1780 7.0700 0.0490
Cl -3.1166 -1.4148 1.5046
*
```

The calculation puts the largest force on an atom at 0.1192 Eh/bohr. The LUMO energy is -4.2 eV. The HOMO-LUMO gap is 1.81 eV.


# 4
The following is a quantum chemistry calculation of a 4-piece molecular cluster, C15H33B3ClN3O6 overall at a distorted geometry, from the Open Molecules 2025 dataset.

ORCA input file:
```
! RIJCOSX wB97M-V def2-TZVPD def2/J DEFGRID3
* xyz 0 1
C 7.3335 -2.5067 1.7308
C 8.0243 -1.3568 1.7574
C 7.6399 -0.2682 2.7409
B 6.4341 0.5528 2.1335
O 6.4428 0.8166 0.7656
B 5.3254 1.4341 0.2414
O 4.2178 1.7155 1.0021
B 4.2030 0.9820 2.1828
C 2.9188 0.2162 2.6270
C 2.2079 -0.4446 1.4229
C 1.2790 -1.5666 1.8429
Cl -0.2642 -0.8781 2.4576
O 5.3809 0.9733 2.9207
H 7.7387 -3.3870 1.2574
H 6.3614 -2.5307 2.2045
H 8.8238 -1.1626 1.0575
H 7.3547 -0.7175 3.6844
H 8.4830 0.3962 2.9200
H 5.3185 1.7035 -0.9166
H 3.1045 -0.4761 3.4432
H 2.2464 0.9921 3.0047
H 2.9461 -0.8566 0.7367
H 1.6250 0.3269 0.9350
H 1.0097 -2.1635 0.9809
H 1.7028 -2.1780 2.6287
C -4.5429 0.6697 -1.1296
C -3.5182 -0.3484 -0.6989
O -2.7756 -0.9203 -1.4896
N -3.4244 -0.6249 0.6235
C -4.1924 -0.0569 1.7135
H -4.4988 0.7892 -2.2067
H -5.5453 0.3387 -0.8541
H -4.3454 1.6323 -0.6723
H -2.7205 -1.3155 0.8433
H -3.5214 0.4347 2.4212
H -4.7301 -0.8477 2.2391
H -4.9091 0.6699 1.3467
C -1.4439 -5.8264 -2.6247
C -1.7637 -4.4851 -1.9987
O -1.2983 -4.1578 -0.9167
N -2.5900 -3.6612 -2.6888
C -3.2194 -3.9050 -3.9702
H -0.7779 -6.3705 -1.9625
H -2.3536 -6.4114 -2.7653
H -0.9494 -5.6932 -3.5877
H -2.7725 -2.7740 -2.2335
H -2.9057 -3.1431 -4.6864
H -4.3051 -3.8558 -3.8655
H -2.9521 -4.8812 -4.3606
C -4.5773 5.9807 -1.9349
C -4.2310 4.6579 -1.2934
O -4.9156 3.6603 -1.4566
N -3.1139 4.6157 -0.5190
C -2.1889 5.6930 -0.2178
H -5.4848 5.8580 -2.5171
H -4.7485 6.7429 -1.1740
H -3.7759 6.3071 -2.5984
H -2.9305 3.7094 -0.1194
H -1.1879 5.4284 -0.5615
H -2.1546 5.8618 0.8596
H -2.4930 6.6123 -0.7050
*
```

The calculation puts the largest force on an atom at 0.0237 Eh/bohr. Its SMILES is C=CCB1OBOB(CCCCl)O1.CNC(C)=O.CNC(C)=O.CNC(C)=O. The LUMO energy is 0.4 eV. The HOMO-LUMO gap is 9.20 eV.


no.,molecular weight (g mol⁻¹)
1,348.44
2,426.79
3,610.73
4,419.33